Here is a molecular structure, C37H36Cl5F6N7O5SeTa in a non-equilibrium geometry from the OMol25 dataset. Energies are from ωB97M-V/def2-TZVPD.

Geometry as XYZ:
```
98
Properties=species:S:1:pos:R:3:forces:R:3:mulliken_charge:R:1
Ta -2.380 -0.013 0.022 1.421 1.938 -1.446 0.5848
Cl -6.070 0.783 6.213 -0.084 -0.014 0.111 -0.2211
C -4.927 0.860 4.934 0.108 0.001 -0.114 0.3536
C -5.147 0.165 3.752 0.070 0.038 -0.053 0.0095
Cl -6.579 -0.761 3.541 -0.108 -0.106 0.010 -0.2257
C -4.218 0.226 2.727 0.150 0.342 0.445 0.8950
Cl -4.487 -0.634 1.271 -1.609 -0.633 0.760 -0.2626
C -3.038 0.990 2.803 -0.409 -0.029 0.328 -1.0376
O -2.181 1.055 1.816 0.075 -0.660 -0.473 -0.3791
C -2.858 1.707 4.004 -0.024 -0.078 -0.129 0.2841
Cl -1.489 2.722 4.156 0.313 0.054 -0.189 -0.2189
C -3.769 1.626 5.052 -0.062 -0.092 -0.157 0.3250
Cl -3.477 2.485 6.509 0.020 0.089 0.109 -0.2111
N -1.542 -3.786 -1.241 -0.036 -0.093 0.008 -0.3255
C -1.067 -4.387 -0.003 -0.087 0.078 0.134 -0.3623
C -1.948 -3.985 1.186 0.344 0.355 -0.546 -0.7173
C -1.995 -2.491 1.514 -0.227 -0.814 1.043 0.5160
O -2.488 -2.126 2.564 0.310 -0.223 -0.076 -0.6435
O -1.511 -1.662 0.628 0.193 -0.164 0.105 -0.4094
H -2.469 -4.116 -1.480 0.040 0.024 -0.044 0.1760
H -0.927 -3.978 -2.020 -0.040 -0.062 -0.002 0.2106
H -0.049 -4.031 0.180 0.003 -0.023 -0.011 -0.1917
H -1.034 -5.487 -0.047 0.081 0.063 0.106 0.4693
H -1.626 -4.496 2.093 -0.067 -0.015 0.010 0.4213
H -2.980 -4.289 0.983 -0.029 0.026 0.094 0.2616
C 5.340 -0.896 1.507 -0.015 -0.115 0.072 -0.6297
C 5.100 -2.407 1.445 -0.014 0.127 -0.121 -0.7127
C 4.245 -2.873 0.261 -0.044 0.114 0.197 -0.6489
C 2.753 -2.524 0.343 0.156 -0.255 -0.173 -1.2482
N 2.492 -1.113 0.247 -0.180 0.254 -0.241 1.6973
C 2.033 -0.334 1.256 0.368 0.139 -0.117 -1.3734
Se 1.514 -0.913 2.884 -0.104 0.001 0.448 -0.0677
N 2.075 0.970 0.836 -0.323 -0.279 -0.180 0.9892
C 1.861 2.127 1.684 0.089 -0.050 0.325 -0.8974
C 3.035 2.383 2.632 0.114 0.016 -0.205 -0.6202
C 4.267 2.972 1.940 -0.123 0.099 0.119 0.0815
C 4.074 4.445 1.580 0.113 -0.195 -0.057 -1.5448
C 2.500 1.026 -0.483 0.193 -0.035 -0.180 0.7187
C 3.042 2.037 -1.169 -0.340 -0.019 0.160 -0.5679
C 3.801 1.731 -2.370 0.242 -0.109 -0.124 -0.8438
C 3.990 0.485 -2.806 0.136 -0.040 -0.020 -1.4499
C 3.215 -0.684 -2.281 0.250 0.062 0.069 -0.3024
C 2.389 -0.371 -1.004 -0.769 0.053 -0.167 0.1619
H 6.167 -0.673 2.183 0.019 0.027 -0.022 0.5053
H 4.465 -0.374 1.888 -0.019 0.073 -0.017 -0.0505
H 5.583 -0.493 0.522 0.015 0.026 -0.010 0.1779
H 4.640 -2.736 2.380 0.033 -0.057 0.005 0.3042
H 6.072 -2.902 1.362 -0.039 -0.066 0.055 0.4007
H 4.313 -3.963 0.188 -0.008 0.011 -0.057 0.4639
H 4.672 -2.455 -0.654 0.025 -0.112 -0.003 0.1139
H 2.357 -2.862 1.301 -0.115 -0.031 -0.083 0.7604
H 2.221 -3.042 -0.465 -0.061 0.024 0.063 0.1421
H 0.952 1.950 2.252 -0.157 -0.005 0.047 -0.0438
H 1.695 2.975 1.025 -0.143 0.047 -0.058 0.5298
H 3.292 1.438 3.114 -0.094 0.034 0.065 0.1746
H 2.702 3.070 3.414 -0.039 -0.028 0.061 0.5610
H 4.496 2.391 1.044 0.056 -0.021 0.035 0.0233
H 5.127 2.882 2.609 0.015 -0.033 -0.039 0.4781
H 3.185 4.589 0.964 -0.001 0.070 -0.012 0.2944
H 4.932 4.826 1.024 -0.021 0.064 -0.002 0.3619
H 3.955 5.045 2.484 -0.022 0.041 -0.008 0.4488
H 3.030 3.053 -0.799 0.059 -0.025 0.084 0.3554
H 4.323 2.554 -2.845 0.009 -0.027 -0.044 0.4077
H 4.664 0.279 -3.630 -0.015 0.111 -0.041 0.4266
H 3.850 -1.567 -2.205 -0.051 0.025 -0.015 0.5801
C -5.637 -0.250 -2.137 0.275 -0.041 0.018 -1.9378
C -4.309 -0.987 -2.351 0.106 -0.152 -0.098 1.0787
O -3.540 -1.105 -1.204 -0.061 0.736 -0.498 0.4311
C -3.485 -0.284 -3.457 0.339 0.099 0.091 0.4888
F -2.280 -0.845 -3.586 -0.025 0.109 -0.079 -0.2407
F -4.079 -0.322 -4.667 -0.159 -0.151 0.072 -0.3161
F -3.304 1.010 -3.162 -0.067 -0.028 0.073 -0.2400
C -4.623 -2.427 -2.834 -0.094 -0.313 0.072 0.2434
F -3.579 -3.059 -3.395 -0.130 0.067 0.100 -0.2435
F -5.020 -3.182 -1.791 -0.005 0.091 -0.106 -0.2296
F -5.622 -2.458 -3.740 0.115 0.044 0.094 -0.3099
H -5.422 0.723 -1.706 0.001 0.034 0.061 0.2396
H -6.254 -0.820 -1.443 -0.005 0.003 0.000 0.4351
H -6.164 -0.130 -3.081 -0.030 -0.004 0.022 0.4697
O -3.797 1.617 -0.253 0.657 0.316 -0.516 -0.1341
N -3.920 2.763 0.365 -0.347 -0.095 0.462 -0.7639
C -3.002 3.667 0.272 0.019 -0.282 -0.145 1.0311
C -3.157 4.858 1.051 -0.219 0.245 0.232 -0.1111
N -3.211 5.831 1.660 -0.042 -0.045 -0.023 -0.5307
C -1.868 3.697 -0.604 0.128 -0.211 -0.351 0.1949
N -1.030 3.894 -1.366 0.091 -0.039 0.111 -0.5558
N -0.979 0.535 -0.984 -0.599 -0.652 0.801 1.0436
C -0.010 0.455 -1.934 0.904 -0.117 -0.895 0.6220
C 0.023 1.264 -3.017 -0.254 -0.048 0.680 -0.5236
C 0.850 0.983 -4.164 0.120 0.012 -0.408 -0.9494
C 1.665 -0.064 -4.250 0.171 -0.265 -0.124 -1.0880
C 1.911 -0.968 -3.091 -0.360 0.010 0.085 0.1032
C 1.030 -0.684 -1.831 -0.079 0.760 0.356 0.0770
H -0.669 2.091 -3.067 -0.083 -0.040 -0.018 0.3386
H 0.732 1.630 -5.027 0.017 0.010 -0.008 0.3927
H 2.207 -0.283 -5.163 -0.018 0.102 -0.064 0.4466
H 1.875 -2.012 -3.414 -0.063 -0.018 0.037 0.3761
H 0.505 -1.560 -1.441 0.155 -0.053 0.128 -0.2965
```
Positions in Å, forces in eV/Å.

Values from the calculation:
* E: -7549.823063 Ha
* frontier orbital gap: 7.11 eV
* charge: -1
* LUMO: 2.2 eV
* HOMO energy: -0.1794 Eh
* energy above the lowest of the compared OMol25 structures with the same formula, charge and spin: 81.2 kcal/mol
* spin multiplicity: 1